1.
16
Properties=species:S:1:pos:R:3:forces:R:3 method="wB97M-V/def2-TZVPD" lumo_energy_ev="0.1 / 0.1" e_homo_ev="-7.18 / -7.18" energy_ev=-7851.934 spin_multiplicity=1 orbital_gap_ev="7.3 / 7.3"
N -1.81378 -0.38287 -0.84796 0.11 -0.06 0.13
C 0.41555 -0.03568 -0.01228 -0.14 0.03 0.00
C -1.77715 0.49770 0.28715 -0.21 0.57 0.16
C 0.52377 0.46534 -1.41346 0.40 -0.05 -0.07
C -0.90561 -0.85070 0.09124 0.11 -0.65 -0.18
C -0.48775 1.01269 0.54689 -0.16 0.12 0.12
C 1.56255 -0.59033 0.80552 0.05 0.02 -0.03
H 0.80221 -0.28234 -2.16151 -0.03 0.04 -0.01
H 1.13147 1.36715 -1.48862 -0.16 -0.10 -0.03
H 2.36739 0.14551 0.89440 -0.09 -0.10 -0.01
H -1.04101 0.17289 -1.53979 0.08 0.09 -0.09
H 1.25574 -0.88714 1.82102 -0.01 0.08 -0.21
H -2.69586 0.80067 0.77376 0.11 -0.11 -0.03
H 1.96723 -1.47184 0.29668 0.01 0.09 0.07
H -1.03856 -1.75494 0.67604 -0.06 0.14 0.13
H -0.26619 1.79388 1.27092 -0.02 -0.12 0.05


2.
56
Properties=species:S:1:pos:R:3:forces:R:3 method="wB97M-V/def2-TZVPD" lumo_energy_ev=0.4 e_homo_ev=-7.86 energy_ev=-44130.549 smiles="Cc1ccc(C)c(N2CCN(S(=O)(=O)c3c(C)noc3/C=C/N(C)C)CC2)c1" spin_multiplicity=1 orbital_gap_ev=8.3
S -1.97411 1.90028 0.99996 0.13 -0.11 0.11
O -2.28281 3.29287 0.86910 0.20 -0.06 -0.29
O -2.68536 -0.45787 -2.05945 0.05 -0.44 1.12
O -2.60096 1.14957 2.05133 0.14 -0.15 -0.16
N -0.32609 1.80171 1.24893 -1.10 0.21 0.00
N -2.58848 0.73244 -2.72712 0.05 1.16 -0.71
N 1.93856 0.49485 0.01434 0.02 0.18 -0.04
N -2.94071 -3.65793 0.61334 -0.12 0.03 -0.01
C -2.93695 -4.99985 0.09470 0.02 -0.27 -0.06
C 5.66148 -1.37032 -0.46465 0.03 0.07 0.04
C 6.82421 0.49745 0.74990 -0.02 0.03 -0.07
C -2.91746 -3.51883 2.04810 0.03 0.14 0.05
C -2.77962 -2.59595 -0.19161 0.07 0.28 0.01
C -2.29973 1.10748 -0.54234 -0.04 -0.40 0.53
C 4.35105 0.44197 0.36415 -0.11 0.01 0.00
C -2.60063 -1.30869 0.19749 -0.08 -0.53 0.09
C -2.52224 -0.24711 -0.73965 0.09 0.76 -0.13
C 0.46298 2.39933 0.18845 0.31 0.59 -0.35
C 3.27375 -1.32907 -0.86387 -0.02 -0.08 0.00
C 5.59038 -0.16074 0.20864 0.03 -0.13 -0.02
C 3.18290 -0.12885 -0.13841 0.24 -0.11 -0.15
C 0.86266 -0.26266 0.64239 -0.38 -0.14 0.05
C 2.08642 -1.93699 -1.55319 0.05 0.02 0.05
C 4.51455 -1.93150 -0.99617 0.00 0.04 0.08
C 0.19675 0.55189 1.75134 0.20 -0.64 0.18
C 1.90464 1.91708 0.28619 -0.15 0.08 -0.04
C -2.36494 1.66953 -1.84453 -0.06 -0.47 -0.11
C -2.22396 3.09776 -2.22059 -0.02 0.09 -0.20
H -3.36633 -4.40153 2.50013 0.00 0.02 0.00
H 1.49935 -2.56004 -0.87878 -0.14 -0.03 0.00
H 6.61075 1.02063 1.67955 0.05 0.04 0.07
H 0.91857 0.76427 2.54829 -0.11 -0.05 -0.04
H 0.40061 3.48454 0.29326 0.13 -0.05 -0.13
H -0.63991 0.00862 2.18946 0.23 -0.12 0.08
H 4.58731 -2.85760 -1.54938 -0.02 -0.08 -0.08
H 1.26143 -1.18723 1.06799 -0.05 0.03 -0.03
H -2.98651 3.35884 -2.94995 -0.02 0.07 -0.03
H -2.32434 3.71432 -1.33159 -0.01 0.08 -0.13
H -3.80599 -5.54955 0.46479 0.03 -0.02 -0.03
H -3.49034 -2.64218 2.34719 -0.02 0.01 0.05
H 6.61324 -1.86502 -0.59064 0.11 -0.04 -0.01
H 0.09870 -0.52666 -0.10114 0.09 -0.11 0.15
H 1.44018 -1.15746 -1.94896 -0.14 0.05 -0.05
H -2.03372 -5.53603 0.40394 -0.02 -0.03 -0.05
H -1.89518 -3.41210 2.42486 0.02 0.01 0.04
H 0.06466 2.12083 -0.79632 0.13 0.02 -0.02
H 2.29320 2.18451 1.28078 0.06 0.03 -0.06
H 7.60716 -0.23547 0.92925 0.08 0.00 0.04
H -2.97474 -4.98159 -0.99196 0.00 0.01 -0.01
H -2.81198 -2.81101 -1.25142 -0.01 -0.11 -0.07
H -1.25111 3.27502 -2.67735 0.06 0.05 0.00
H 2.42111 -2.56314 -2.37746 -0.02 -0.04 -0.04
H -2.55319 -1.00251 1.22749 -0.02 -0.08 0.14
H 7.20191 1.22750 0.03310 0.09 0.06 0.01
H 2.51283 2.42098 -0.46976 -0.06 0.06 0.13
H 4.30233 1.37590 0.90238 -0.04 0.12 0.09


3.
12
Properties=species:S:1:pos:R:3:forces:R:3 method="wB97M-V/def2-TZVPD" lumo_energy_ev=-5.4 charge=+1 e_homo_ev=-13.93 energy_ev=-6758.173 spin_multiplicity=1 orbital_gap_ev=8.5
N 1.55821 -0.31476 -0.08378 3.57 0.21 0.72
C -0.85788 -0.79790 0.07341 -0.84 -0.55 -1.21
C -0.03249 1.27578 -0.20115 -0.91 0.82 0.46
C 0.34608 -0.13465 -0.59288 -2.13 -0.55 -0.38
C -1.31957 0.68772 0.20887 1.07 -1.84 -0.88
C 2.50262 0.09955 0.39862 0.54 -0.86 0.56
H -2.06271 0.94098 -0.47659 -1.33 0.59 -2.01
H 3.39990 0.28045 0.95527 0.24 0.19 -0.05
H 0.28605 -0.23596 -1.63650 0.29 -0.21 -1.64
H -0.67049 -1.31984 0.99763 0.16 -0.02 0.27
H -1.80980 1.04205 1.03303 -0.87 0.94 2.75
H -1.33993 -1.52342 -0.67592 0.20 1.29 1.40


4.
19
Properties=species:S:1:pos:R:3:forces:R:3 method="wB97M-V/def2-TZVPD" lumo_energy_ev=-3.6 charge=+1 e_homo_ev=-14.58 energy_ev=-11394.840 spin_multiplicity=1 orbital_gap_ev=11.0
O -1.84536 1.49609 -1.44336 0.45 -0.03 2.07
O -2.73119 1.43464 0.65425 1.50 0.24 -0.89
N -0.43507 1.75293 0.38308 -0.05 0.93 -0.35
N 0.21761 -0.87890 1.09995 0.99 0.54 1.72
C -1.69155 1.58446 -0.24708 -1.87 -0.21 -1.18
C 3.04424 -2.33639 -0.99375 0.45 0.20 -0.39
C 0.98464 -1.40656 -0.00807 0.91 -0.25 -0.79
C 2.28050 -1.67971 0.09499 -0.26 -0.37 0.52
H -2.35360 1.70878 1.49724 -0.62 -0.07 0.44
H 3.96936 -1.81579 -1.25480 -0.02 0.10 0.35
H 0.43848 -1.56916 -0.93766 -0.10 0.18 0.42
H -0.20401 0.03957 0.93758 0.24 0.95 -0.75
H -0.44561 2.40873 1.17042 -0.08 -0.24 -0.23
H 2.48508 -2.37693 -1.91857 -0.30 -0.25 -0.12
H 0.14768 2.16733 -0.34212 0.39 -0.25 0.17
H 0.78860 -0.72805 1.96740 -0.31 -0.45 -0.95
H -0.55430 -1.44304 1.36043 -0.94 -1.29 0.31
H 3.33740 -3.33782 -0.67300 -0.08 -0.02 -0.09
H 2.81852 -1.58850 1.04818 -0.32 0.27 -0.23